1.
{
  "formula": "C22H50MnN2O3P2",
  "method": "ωB97M-V/def2-TZVPD",
  "orbital_gap_ev": [5.818, 4.280],
  "e_homo_ha": [-0.789, -0.789],
  "multiplicity": 4,
  "total_energy_ha": -3035.32224,
  "relative_energy_ev": 2.400,
  "fmax_ev_per_a": 11.97,
  "total_charge": 4,
  "species": ["Mn", "C", "O", "C", "O", "P", "C", "H", "C", "H", "C", "H", "C", "P", "H", "H", "C", "H", "C", "H", "H", "H", "C", "H", "H", "H", "C", "H", "H", "H", "C", "H", "H", "H", "C", "H", "H", "H", "C", "H", "H", "H", "C", "H", "H", "H", "C", "H", "C", "H", "H", "C", "H", "H", "H", "C", "H", "H", "H", "C", "H", "H", "H", "C", "H", "H", "H", "H", "H", "C", "N", "C", "N", "O", "H", "H", "H", "H", "H", "H"],
  "positions_angstrom": [[-0.49143, 0.02794, -0.12819], [-1.99233, -0.80572, -0.57741], [-2.97893, -1.43276, -0.87935], [0.59909, -1.57818, 0.04292], [1.38861, -2.49602, 0.19080], [0.12607, 0.29210, -2.50321], [1.87337, 0.82382, -2.94158], [1.96218, 0.76963, -4.03459], [-0.14223, -1.23963, -3.57115], [0.20694, -2.04292, -2.89941], [-0.90627, 1.58816, -3.39588], [-0.65217, 2.50335, -2.83728], [-2.73113, 0.97743, 2.60718], [-1.15141, 0.00029, 2.28137], [-0.29893, 0.29157, 4.54329], [-2.42159, 2.00149, 2.33876], [-1.58905, -1.69898, 2.99370], [-2.29674, -1.44463, 3.79944], [-1.60164, -1.52502, -3.93805], [-1.85865, -1.11316, -4.92653], [-2.32407, -1.15674, -3.20562], [-1.75372, -2.61416, -4.00025], [0.71902, -1.27811, -4.84097], [0.25217, -1.94665, -5.57878], [1.72881, -1.65388, -4.63818], [0.80368, -0.28878, -5.30735], [-0.58262, 1.82436, -4.87567], [0.48486, 1.98013, -5.07504], [-1.10871, 2.73272, -5.21388], [-0.94596, 1.00123, -5.50739], [-2.40107, 1.32552, -3.21715], [-2.94072, 2.28153, -3.17957], [-2.61920, 0.78090, -2.28769], [-2.81500, 0.75181, -4.05585], [2.14826, 2.26956, -2.50591], [1.93356, 2.98626, -3.31210], [3.20764, 2.38538, -2.23586], [1.53565, 2.54196, -1.62976], [2.89272, -0.14029, -2.34729], [2.90441, -0.04092, -1.25792], [3.90407, 0.10574, -2.69870], [2.68672, -1.18843, -2.58086], [-3.24411, 0.99640, 4.05677], [-2.45072, 0.92108, 4.81012], [-3.97172, 0.19022, 4.23054], [-3.77651, 1.94601, 4.23373], [-3.84938, 0.55845, 1.65917], [-4.16322, -0.47810, 1.83533], [1.42313, 0.29395, 3.33364], [-3.55134, 0.65043, 0.60858], [-4.72872, 1.19725, 1.81913], [-0.10191, 2.24721, 3.65250], [1.94899, 1.04840, 2.73137], [2.00649, 0.16923, 4.24640], [1.49170, -0.66042, 2.80206], [0.00359, 0.71718, 3.57830], [0.83919, 2.66860, 4.03282], [-0.90382, 2.56884, 4.32799], [-0.28945, 2.67536, 2.65911], [-0.41596, -2.47745, 3.59258], [0.32180, -2.74735, 2.82197], [-0.79530, -3.42184, 4.01468], [0.09356, -1.93941, 4.40010], [-2.32790, -2.58468, 1.99057], [-3.10192, -2.05005, 1.43366], [-2.82277, -3.41030, 2.52664], [-1.64119, -3.03809, 1.26065], [0.90565, 1.22961, 0.79431], [1.10898, 1.35837, -0.19279], [3.56650, -1.99454, 2.22242], [3.91702, -0.70202, 1.67237], [3.17503, 0.18770, 1.01066], [3.59973, 1.38741, 0.56989], [2.01336, -0.28627, 0.91149], [2.53372, -2.33420, 2.12224], [3.82298, -1.97635, 3.28947], [4.21126, -2.72851, 1.72566], [4.80647, -0.37199, 1.76539], [3.03351, 2.08407, 0.09600], [4.55900, 1.54789, 0.74142]]
}

2.
{
  "formula": "C22H50MoN3OP2S",
  "method": "ωB97M-V/def2-TZVPD",
  "orbital_gap_ev": [6.131, 6.073],
  "e_homo_ha": [-0.677, -0.672],
  "multiplicity": 3,
  "total_energy_ha": -2255.80502,
  "relative_energy_ev": 0.000,
  "fmax_ev_per_a": 10.36,
  "total_charge": 3,
  "species": ["Mo", "P", "P", "N", "C", "H", "H", "C", "H", "H", "C", "H", "H", "C", "H", "H", "C", "C", "H", "H", "H", "C", "C", "H", "H", "H", "C", "C", "H", "H", "H", "C", "C", "H", "H", "H", "C", "O", "C", "H", "H", "H", "C", "H", "H", "H", "C", "H", "H", "H", "C", "H", "H", "H", "H", "H", "H", "H", "H", "H", "C", "C", "N", "C", "S", "N", "C", "C", "H", "H", "H", "H", "H", "H", "H", "H", "H", "H", "H", "H"],
  "positions_angstrom": [[0.76539, 0.78347, -0.17082], [-0.51499, 2.73567, 0.43525], [2.52579, -0.65579, -0.99525], [2.23742, 2.30233, -0.65104], [0.67874, 4.11578, 0.04673], [0.14818, 4.96235, -0.39850], [1.15333, 4.44532, 0.96598], [1.76767, 3.66472, -0.90729], [1.41689, 3.61351, -1.98718], [2.61655, 4.39913, -0.89329], [3.28403, 1.98259, -1.60377], [4.11829, 2.73570, -1.57691], [2.76899, 2.12013, -2.60696], [3.85246, 0.57956, -1.42513], [4.58729, 0.61822, -0.62293], [4.36223, 0.28669, -2.34879], [2.23319, -1.59063, -2.56434], [0.97050, -2.45108, -2.51564], [0.82867, -2.91776, -3.49971], [0.05850, -1.87234, -2.31354], [1.06140, -3.26679, -1.78405], [3.39805, -1.71010, 0.25973], [2.62224, -2.96624, 0.64411], [3.16604, -3.48808, 1.44982], [2.52640, -3.67923, -0.19127], [1.61928, -2.74435, 1.04262], [-0.80065, 3.01521, 2.24571], [-1.92423, 2.15653, 2.81856], [-1.97721, 2.31830, 3.90920], [-1.75201, 1.07744, 2.67157], [-2.91283, 2.42408, 2.40831], [-2.02941, 3.13192, -0.55477], [-3.02686, 1.97281, -0.58570], [-3.85888, 2.24538, -1.25026], [-3.45534, 1.76805, 0.40707], [-2.59923, 1.04575, -0.99285], [-0.16551, 0.68582, -1.85956], [-0.70056, 0.67615, -2.93960], [4.86172, -2.04896, -0.04548], [4.95939, -2.75119, -0.88734], [5.46936, -1.16209, -0.25591], [5.28521, -2.53801, 0.84683], [-0.95852, 4.47646, 2.68467], [-0.98261, 4.49463, 3.78681], [-0.12425, 5.10970, 2.36408], [-1.89765, 4.92135, 2.32036], [-2.71673, 4.43150, -0.13607], [-3.47002, 4.67863, -0.89952], [-3.24904, 4.32196, 0.82104], [-2.02721, 5.28313, -0.07833], [3.43286, -2.41958, -3.02184], [3.57512, -3.30741, -2.38836], [3.22547, -2.78193, -4.03970], [4.36513, -1.84263, -3.06602], [2.05911, -0.78179, -3.29184], [-1.62392, 3.25441, -1.57241], [3.38835, -1.04287, 1.13526], [0.14437, 2.63974, 2.66507], [2.48170, 2.18362, 0.47442], [1.92799, 1.61175, 1.13856], [-4.99598, -2.27153, 1.95879], [-4.07871, -2.00280, 0.76807], [-2.82756, -1.31702, 1.13157], [-1.60493, -1.77009, 0.91214], [-0.25275, -0.80109, 1.39014], [-1.40131, -3.02013, 0.33035], [-1.88277, -4.24412, 1.04928], [-2.17183, -5.41666, 0.12661], [-4.43346, -2.80407, 2.72751], [-5.86303, -2.86148, 1.64426], [-5.33092, -1.33569, 2.38798], [-3.82528, -2.91965, 0.23126], [-4.58991, -1.36358, 0.01746], [-2.90608, -0.36994, 1.49682], [-0.45294, -3.14531, 0.05191], [-1.08909, -4.52134, 1.78002], [-2.75898, -3.99290, 1.64814], [-1.25935, -5.72500, -0.37626], [-2.55340, -6.25074, 0.73744], [-2.89734, -5.11749, -0.63328]]
}

Which formula does entry 2 have? C22H50MoN3OP2S